# 1
{"formula": "C4H5NO", "method": "wB97M-V/def2-TZVPD", "de_lowest_kcal_mol": 20.8, "fmax_ev_per_a": 1.1, "smiles": "N#CCCC=O", "homo_energy_ev": -10.2, "total_energy_ha": -285.381503, "charge": 0, "species": ["N", "C", "C", "C", "C", "O", "H", "H", "H", "H", "H"], "xyz": [[-0.3408, -2.6166, -0.8423], [-0.4860, -1.4800, -0.6940], [-0.8464, -0.0602, -0.5856], [0.2774, 0.8594, -0.0546], [0.9521, 0.2368, 1.1515], [1.3389, -0.9048, 1.1481], [-1.1505, 0.2576, -1.5874], [-1.7355, -0.0073, 0.0536], [1.0304, 0.9928, -0.8404], [-0.1031, 1.8575, 0.1953], [1.0634, 0.8649, 2.0557]], "atomic_forces_ev_per_a": [[-0.1, 1.0, 0.1], [-0.1, -1.0, -0.3], [0.0, 0.1, 0.0], [-0.1, -0.1, -0.1], [0.2, -0.4, 0.0], [0.0, 0.6, 0.2], [0.0, 0.1, 0.2], [0.2, 0.1, -0.1], [0.0, -0.1, 0.2], [-0.1, -0.3, -0.1], [0.0, 0.0, 0.0]], "mulliken_charge": [-0.4272, 0.2935, -0.4335, -0.4384, -0.0061, -0.4394, 0.2684, 0.2668, 0.2659, 0.3159, 0.3341]}

---

# 2
{"formula": "C4H5NO", "method": "wB97M-V/def2-TZVPD", "de_lowest_kcal_mol": 49.6, "fmax_ev_per_a": 1.1, "smiles": "C#CCNC=O", "homo_energy_ev": -10.0, "total_energy_ha": -285.335547, "charge": 0, "species": ["C", "C", "C", "N", "C", "O", "H", "H", "H", "H", "H"], "xyz": [[0.8522, -1.9707, -0.2599], [0.7703, -0.7802, -0.1000], [0.8008, 0.6836, 0.0709], [-0.3372, 1.1209, 0.8716], [-1.5068, 0.4322, 0.6319], [-1.9329, 0.1427, -0.4587], [0.9693, -3.0174, -0.4419], [0.7813, 1.1400, -0.9210], [1.7214, 0.9883, 0.5880], [-0.1287, 1.2631, 1.8492], [-1.9710, 0.0832, 1.5629]], "atomic_forces_ev_per_a": [[0.1, 0.6, 0.0], [0.8, -0.7, -0.2], [0.1, -0.1, -0.2], [0.0, 0.0, 0.0], [-0.3, -0.1, 0.1], [0.3, 0.1, 0.3], [-0.2, 0.2, 0.1], [0.0, 0.1, 0.1], [-0.3, -0.1, -0.3], [0.0, -0.2, -0.1], [-0.5, 0.3, 0.1]], "mulliken_charge": [0.0784, -0.3629, -0.5875, -0.2484, 0.0575, -0.4771, 0.3966, 0.2128, 0.3374, 0.2964, 0.2967]}

---

# 3
{"formula": "C4H5NO", "method": "wB97M-V/def2-TZVPD", "de_lowest_kcal_mol": 96.1, "fmax_ev_per_a": 3.6, "smiles": "N#CC1COC1", "homo_energy_ev": -9.5, "total_energy_ha": -285.261476, "charge": 0, "species": ["N", "C", "C", "C", "O", "C", "H", "H", "H", "H", "H"], "xyz": [[-2.7588, 0.3998, -0.6527], [-1.6652, 0.5020, -0.2821], [-0.2942, 0.5735, 0.1586], [0.5120, -0.8750, 1.0452], [1.5977, -0.6507, 0.2011], [0.8196, 0.0651, -0.7570], [-0.0819, 1.5715, 0.6038], [-0.1200, -1.7141, 0.7497], [0.1559, -0.0848, 1.6749], [0.4017, -0.6157, -1.5109], [1.4331, 0.8283, -1.2307]], "atomic_forces_ev_per_a": [[0.9, 0.1, 0.4], [-0.6, -0.3, -0.5], [0.2, -0.5, -0.7], [-2.4, 2.0, -1.8], [0.1, 0.2, 0.2], [0.3, 0.3, -0.8], [0.0, -1.0, 0.1], [0.1, -0.1, 0.5], [1.2, -0.8, 2.6], [0.1, 0.1, 0.1], [0.0, 0.0, -0.2]], "mulliken_charge": [-0.4168, 0.2154, -0.1875, -0.4342, -0.3367, -0.4936, 0.3527, 0.3274, 0.3590, 0.3134, 0.3008]}

---

# 4
{"formula": "C4H5NO", "method": "wB97M-V/def2-TZVPD", "de_lowest_kcal_mol": 65.3, "fmax_ev_per_a": 1.8, "homo_energy_ev": -9.4, "total_energy_ha": -285.310511, "charge": 0, "species": ["N", "C", "C", "C", "C", "O", "H", "H", "H", "H", "H"], "xyz": [[2.3581, 0.1809, -0.1606], [1.1248, -0.1177, 0.0273], [0.1842, 1.0003, -0.0799], [-1.0914, 0.6288, -0.1465], [-1.3061, -0.7591, 0.2267], [0.4643, -1.2801, 0.1824], [2.9993, -0.6036, -0.2405], [0.5818, 1.9886, -0.2318], [-1.8660, 1.2487, -0.5931], [-2.2488, -1.1759, -0.2128], [-1.2002, -1.1110, 1.2288]], "atomic_forces_ev_per_a": [[-0.4, -0.7, 0.3], [-0.2, 0.4, -0.4], [-0.2, 0.5, -0.2], [0.3, 0.3, 0.2], [1.0, -0.3, 0.0], [-1.2, 0.3, -0.8], [-0.2, -0.3, 0.1], [0.0, 0.1, -0.2], [-0.1, -0.1, 0.5], [1.6, -0.7, -0.5], [-0.5, 0.5, 0.8]], "mulliken_charge": [-0.6237, 0.4708, -0.2613, -0.2620, -0.3295, -0.5183, 0.2485, 0.3989, 0.3508, 0.2841, 0.2417]}

---

# 5
{"formula": "C4H5NO", "method": "wB97M-V/def2-TZVPD", "de_lowest_kcal_mol": 44.3, "fmax_ev_per_a": 0.8, "smiles": "C=C1NC=CO1", "homo_energy_ev": -7.2, "total_energy_ha": -285.344037, "charge": 0, "species": ["C", "C", "N", "C", "C", "O", "H", "H", "H", "H", "H"], "xyz": [[-1.5886, 0.9150, 0.7709], [-0.6160, 0.2534, 0.1120], [0.6779, 0.2051, 0.5710], [1.4482, -0.5754, -0.2922], [0.6083, -1.0181, -1.2326], [-0.6594, -0.4922, -1.0373], [-1.5676, 0.8259, 1.8495], [-2.4437, 1.3746, 0.3098], [0.9149, 0.9887, 1.1528], [2.5059, -0.7523, -0.1635], [0.7202, -1.7246, -2.0403]], "atomic_forces_ev_per_a": [[-0.4, -0.2, -0.2], [0.0, 0.0, 0.2], [-0.2, -0.2, 0.3], [-0.1, -0.1, -0.1], [0.2, 0.1, 0.0], [0.0, 0.3, 0.0], [0.3, 0.7, 0.0], [-0.3, -0.5, -0.2], [0.7, -0.3, -0.1], [-0.2, -0.1, 0.1], [0.0, 0.3, 0.0]], "mulliken_charge": [-1.0652, 0.5194, -0.1643, -0.3256, -0.1802, -0.3496, 0.2555, 0.2589, 0.2930, 0.3752, 0.3830]}

---

# 6
{"formula": "C4H5NO", "method": "wB97M-V/def2-TZVPD", "de_lowest_kcal_mol": 100.4, "fmax_ev_per_a": 3.8, "smiles": "[H]/N=C1\\C=COC1", "homo_energy_ev": [-7.8, -7.8], "total_energy_ha": -285.254638, "charge": 0, "species": ["H", "N", "C", "C", "C", "O", "C", "H", "H", "H", "H"], "xyz": [[-2.6184, -0.8888, 0.1075], [-1.9629, -0.5367, -0.5926], [-0.8839, -0.0807, -0.1531], [-0.3560, 1.0533, 0.4527], [1.0178, 0.9464, 0.3499], [1.6904, -0.2475, 0.3889], [0.7665, -0.9640, -0.4045], [-0.9204, 1.8508, 0.9131], [1.6768, 1.8089, 0.3686], [1.0457, -1.0018, -1.4542], [0.5444, -1.9398, 0.0237]], "atomic_forces_ev_per_a": [[-0.5, 0.8, -0.7], [0.3, -1.1, 1.0], [2.1, -2.7, -1.1], [1.8, 0.1, 0.2], [0.6, 1.4, 2.5], [-1.5, 2.3, -1.8], [-3.5, -1.2, 0.0], [0.2, 0.4, -0.5], [0.1, 0.0, 0.5], [0.1, 0.0, 0.0], [0.3, -0.1, -0.2]], "mulliken_charge": [0.2667, -0.6364, 0.3529, -0.4252, -0.0858, -0.2843, -0.5432, 0.4075, 0.3950, 0.2722, 0.2806]}

---

# 7
{"formula": "C4H5NO", "method": "wB97M-V/def2-TZVPD", "de_lowest_kcal_mol": 94.9, "fmax_ev_per_a": 1.1, "homo_energy_ev": [-8.4, -8.4], "total_energy_ha": -285.263307, "charge": 0, "species": ["C", "C", "O", "C", "C", "N", "H", "H", "H", "H", "H"], "xyz": [[-1.5205, -0.0723, -0.6673], [-0.2193, -0.0372, 0.0356], [-0.1899, 0.2983, 1.3025], [1.1162, -0.2121, -0.3452], [1.2555, 0.5278, 1.3724], [2.0617, 0.9032, 2.1438], [-2.2439, 0.5962, -0.2004], [-1.9204, -1.0922, -0.6512], [-1.3756, 0.2005, -1.7146], [1.4492, -0.0103, -1.3607], [1.5871, -1.1020, 0.0850]], "atomic_forces_ev_per_a": [[0.0, 0.1, 0.0], [0.0, 0.0, -0.2], [0.1, 0.0, 0.0], [-0.2, -0.2, -0.4], [0.5, 0.3, 0.9], [-0.5, -0.3, -0.6], [0.1, -0.1, 0.0], [0.1, 0.1, 0.0], [0.0, 0.0, 0.1], [-0.1, 0.0, 0.1], [-0.1, 0.2, 0.1]], "mulliken_charge": [-1.0692, 0.8059, -0.2804, -0.6199, 0.2362, -0.5731, 0.3165, 0.2818, 0.3171, 0.3318, 0.2533]}

---

# 8
{"formula": "C4H5NO", "method": "wB97M-V/def2-TZVPD", "de_lowest_kcal_mol": 67.1, "fmax_ev_per_a": 7.3, "smiles": "Oc1ccc[nH]1", "homo_energy_ev": -8.1, "total_energy_ha": -285.307662, "charge": 0, "species": ["O", "C", "C", "C", "C", "N", "H", "H", "H", "H", "H"], "xyz": [[-2.0662, -0.0745, 0.2015], [-0.7189, 0.1445, -0.2276], [0.2784, 1.1708, -0.0880], [1.5569, 0.5597, 0.0725], [1.3273, -0.7810, 0.1429], [0.0327, -0.9554, -0.2141], [-2.4200, 0.7193, -0.3351], [0.0387, 2.3068, 0.5137], [2.5377, 0.9257, -0.2039], [2.0815, -1.4874, 0.2701], [-0.5989, -1.7445, 0.2427]], "atomic_forces_ev_per_a": [[1.4, 3.4, -3.1], [2.4, 2.0, 2.2], [-3.0, 3.9, 2.4], [-0.5, -0.1, -0.8], [0.0, 1.6, -1.1], [-3.3, -6.1, 2.5], [-0.4, -1.9, 1.6], [0.6, -3.4, -2.7], [-0.1, 0.6, 0.9], [0.6, -1.6, -0.2], [2.2, 1.5, -1.7]], "mulliken_charge": [-0.4927, 0.2527, -0.4092, -0.2927, -0.4677, -0.1806, 0.4008, 0.1786, 0.3348, 0.4081, 0.2679]}

---

# 9
{"formula": "C4H5NO", "method": "wB97M-V/def2-TZVPD", "de_lowest_kcal_mol": 60.6, "fmax_ev_per_a": 1.1, "smiles": "O=C1CN2C[C@@H]12", "homo_energy_ev": -9.8, "total_energy_ha": -285.318010, "charge": 0, "species": ["O", "C", "C", "N", "C", "C", "H", "H", "H", "H", "H"], "xyz": [[-1.8106, 1.3278, 1.0383], [-0.9983, 0.6228, 0.5022], [-0.9956, -0.5512, -0.4852], [0.3371, -1.0026, 0.1380], [1.3089, 0.0241, -0.3450], [0.4235, 0.3351, 0.8021], [-1.8213, -1.2756, -0.4761], [-0.8768, -0.1880, -1.5081], [1.1893, 0.2507, -1.3980], [2.3676, 0.0666, -0.0502], [0.8762, 0.3904, 1.7822]], "atomic_forces_ev_per_a": [[0.2, -0.5, -0.5], [-0.2, 0.2, 0.2], [0.0, 0.1, -0.3], [0.4, 0.0, -0.3], [-0.1, -0.2, -0.2], [0.1, 0.4, 0.5], [0.4, 0.2, 0.4], [0.0, -0.1, -0.1], [-0.4, 0.8, 0.2], [-0.5, -1.0, 0.0], [0.0, 0.3, 0.1]], "mulliken_charge": [-0.5532, 0.5087, -0.3566, -0.4141, -0.2985, -0.1397, 0.2832, 0.2106, 0.2150, 0.2305, 0.3141]}

---

# 10
{"formula": "C4H5NO", "method": "wB97M-V/def2-TZVPD", "de_lowest_kcal_mol": 51.8, "fmax_ev_per_a": 0.7, "smiles": "N=C=C/C=C\\O", "homo_energy_ev": -8.1, "total_energy_ha": -285.332105, "charge": 0, "species": ["N", "C", "C", "C", "C", "O", "H", "H", "H", "H", "H"], "xyz": [[2.3504, -0.0834, 0.3659], [1.3000, 0.4188, -0.0114], [0.2236, 1.1536, -0.2650], [-1.1312, 0.6103, -0.2288], [-1.3262, -0.6884, 0.0069], [-0.2373, -1.4731, 0.3338], [2.7790, -0.7841, -0.2345], [0.4043, 2.1566, -0.6376], [-1.9663, 1.2615, -0.4693], [-2.2513, -1.2321, -0.1460], [-0.1450, -1.3397, 1.2861]], "atomic_forces_ev_per_a": [[-0.5, 0.1, 0.0], [0.6, 0.4, 0.2], [0.3, -0.1, 0.0], [0.0, -0.2, -0.1], [-0.3, 0.3, -0.4], [-0.5, -0.2, 0.4], [0.0, 0.2, -0.1], [0.0, -0.1, 0.0], [0.2, -0.2, -0.1], [-0.1, 0.2, 0.2], [0.5, -0.3, 0.0]], "mulliken_charge": [-0.5246, 0.3854, -0.4717, -0.2455, -0.2949, -0.5336, 0.2912, 0.3288, 0.3508, 0.3685, 0.3458]}